(a)
Density functional theory data (the ωB97M-V functional and the def2-TZVPD basis) for a cluster of 2 separate species, C2H3F2IO in total.

Structure (XYZ):
```
9
C2H3F2IO, DFT the ωB97M-V functional and the def2-TZVPD basis
C -1.473 0.234 0.131
C 1.209 -0.847 0.034
O -0.938 1.426 0.269
F 1.617 -1.598 1.066
F 1.368 -1.593 -1.081
I 2.196 1.034 -0.086
H -1.786 -0.241 1.040
H -1.669 -0.194 -0.835
H -0.524 1.778 -0.537
```

Values from the calculation:
charge = 0
frontier orbital gap (spin up / spin down) = 6.71 / 8.99 eV
LUMO energy (spin up / spin down) = -0.83 / 0.39 eV

***

(b)
Density functional theory data (the ωB97M-V functional and the def2-TZVPD basis) for a cluster of 2 separate species, C2H3F2IO in total.

Structure (XYZ):
```
9
C2H3F2IO, DFT the ωB97M-V functional and the def2-TZVPD basis
C 1.351 -1.154 0.665
C -0.806 0.567 -1.307
O 1.111 -0.811 1.811
F -0.805 1.655 -2.093
F -1.913 -0.110 -1.754
I -1.528 1.565 0.926
H 0.661 -1.403 -0.118
H 2.310 -1.125 0.144
H -0.381 0.816 1.726
```

Values from the calculation:
charge = 0
frontier orbital gap = 9.31 eV
LUMO energy = 0.11 eV

***

Relative energies, in hartree, with the most stable structure set to zero: (a) 0.0000; (b) 0.0029.

***

(a)
Density functional theory data (the ωB97M-V functional and the def2-TZVPD basis) for a cluster of 2 separate species, C3H8O4 in total.

Structure (XYZ):
```
15
C3H8O4, DFT the ωB97M-V functional and the def2-TZVPD basis
C -1.729 0.435 -0.650
C -1.040 -0.011 0.760
O -1.195 -1.142 1.213
O -0.799 1.062 1.557
H -2.793 0.477 -0.421
H -1.400 1.422 -0.981
H -1.540 -0.334 -1.401
H -0.613 1.881 1.065
O 1.671 -1.693 -0.095
C 1.522 -0.327 0.033
O 2.369 0.403 -0.796
H 1.063 -2.073 0.589
H 1.659 -0.005 1.069
H 0.376 0.012 -0.323
H 2.449 -0.108 -1.618
```

Values from the calculation:
charge = 0
frontier orbital gap = 10.39 eV
SMILES = CC(=O)O.OCO
LUMO energy = 0.49 eV

***

(b)
Density functional theory data (the ωB97M-V functional and the def2-TZVPD basis) for a cluster of 2 separate species, C3H8O4 in total.

Structure (XYZ):
```
15
C3H8O4, DFT the ωB97M-V functional and the def2-TZVPD basis
O 0.821 -0.945 -1.862
C 1.679 -0.382 -1.158
O 3.035 -0.508 -1.310
C 1.287 0.650 -0.100
C -0.224 0.808 0.154
O -0.311 1.549 1.391
H 3.158 -1.179 -2.036
H 1.682 1.611 -0.484
H 1.860 0.390 0.810
H -0.664 -0.162 0.454
H -0.793 1.181 -0.719
H -0.686 2.442 1.239
O -3.669 -1.689 0.831
H -3.958 -2.545 1.221
H -3.217 -1.221 1.570
```

Values from the calculation:
charge = 0
frontier orbital gap = 11.03 eV
SMILES = O=C(O)CCO.O
LUMO energy = 0.64 eV

***

Relative energies, in hartree, with the most stable structure set to zero: (a) 0.0394; (b) 0.0000.

***

(a)
Density functional theory data (the ωB97M-V functional and the def2-TZVPD basis) for a cluster of 16 separate species, C32H48N16 in total.

Structure (XYZ):
```
96
C32H48N16, DFT the ωB97M-V functional and the def2-TZVPD basis
C -18.925 0.557 19.562
C -17.799 1.410 19.182
N -16.836 1.940 18.829
H -19.038 0.641 20.643
H -18.733 -0.457 19.211
H -19.880 0.910 19.173
C -15.801 1.221 12.025
C -14.825 2.263 12.423
N -14.065 3.087 12.673
H -16.854 1.496 11.959
H -15.761 0.456 12.800
H -15.528 0.750 11.080
C -13.573 1.163 17.706
C -14.205 -0.048 18.215
N -14.673 -1.002 18.668
H -12.590 1.280 18.161
H -14.201 2.010 17.983
H -13.564 1.137 16.616
C -19.904 4.102 14.051
C -19.790 4.671 12.664
N -19.692 5.121 11.582
H -19.662 3.040 14.085
H -20.960 4.121 14.320
H -19.332 4.670 14.784
C -12.086 4.423 22.983
C -12.974 4.317 21.805
N -13.658 4.279 20.840
H -11.913 3.490 23.521
H -12.423 5.297 23.539
H -11.124 4.707 22.555
C -16.072 3.235 15.824
C -16.423 4.253 14.818
N -16.728 5.044 14.054
H -15.521 2.335 15.552
H -17.073 2.964 16.160
H -15.571 3.639 16.704
C -20.200 6.499 17.176
C -19.535 5.220 17.206
N -19.047 4.148 17.258
H -20.591 6.794 18.150
H -21.031 6.257 16.513
H -19.642 7.342 16.770
C -16.174 5.052 10.552
C -14.934 5.846 10.539
N -13.916 6.470 10.478
H -16.222 4.273 9.791
H -17.042 5.682 10.352
H -16.290 4.564 11.520
C -13.805 6.413 13.742
C -13.440 6.258 15.134
N -13.142 6.139 16.254
H -14.484 7.255 13.604
H -14.275 5.498 13.382
H -12.913 6.612 13.148
C -10.790 3.336 16.649
C -9.825 4.441 16.708
N -9.118 5.337 16.846
H -11.740 3.530 16.152
H -10.954 3.158 17.712
H -10.330 2.471 16.172
C -17.418 8.364 13.848
C -17.142 8.499 12.410
N -16.948 8.583 11.308
H -16.447 8.388 14.344
H -17.937 7.422 14.024
H -17.934 9.247 14.226
C -9.770 1.240 13.306
C -11.092 1.088 14.009
N -12.121 0.991 14.508
H -9.093 0.497 13.729
H -9.325 2.225 13.444
H -10.081 1.053 12.278
C -11.233 -1.836 15.544
C -10.346 -1.209 16.525
N -9.634 -0.687 17.278
H -12.240 -1.422 15.598
H -11.306 -2.895 15.790
H -10.832 -1.510 14.585
C -16.739 4.625 21.457
C -17.870 3.858 21.917
N -18.769 3.281 22.280
H -16.967 5.666 21.687
H -16.366 4.312 20.482
H -15.961 4.480 22.207
C -18.607 -2.094 15.921
C -19.176 -0.780 15.565
N -19.551 0.280 15.287
H -19.382 -2.766 16.288
H -17.775 -1.963 16.613
H -18.176 -2.629 15.075
C -13.861 8.229 18.422
C -15.192 7.781 18.091
N -16.306 7.426 17.849
H -14.026 9.099 19.058
H -13.278 8.440 17.525
H -13.329 7.398 18.883
```

Values from the calculation:
charge = 0
frontier orbital gap = 10.83 eV
LUMO energy = 0.06 eV

***

(b)
Density functional theory data (the ωB97M-V functional and the def2-TZVPD basis) for a cluster of 16 separate species, C32H48N16 in total.

Structure (XYZ):
```
96
C32H48N16, DFT the ωB97M-V functional and the def2-TZVPD basis
C 0.248 -0.030 5.711
C 0.119 0.382 4.299
N -0.026 0.744 3.238
H 0.962 -0.852 5.859
H -0.756 -0.361 6.018
H 0.704 0.812 6.229
C -0.937 3.183 -3.020
C -0.273 2.189 -3.828
N 0.252 1.294 -4.329
H -0.246 4.045 -2.884
H -1.287 2.835 -2.034
H -1.829 3.564 -3.498
C 4.871 -1.524 1.289
C 3.731 -1.406 2.231
N 2.865 -1.373 2.989
H 5.098 -0.596 0.809
H 4.845 -2.382 0.604
H 5.734 -1.728 1.924
C -2.740 -1.144 -2.566
C -3.297 -0.217 -1.475
N -3.817 0.369 -0.628
H -3.526 -1.536 -3.216
H -2.124 -1.960 -2.124
H -1.960 -0.555 -3.074
C -3.419 0.113 2.553
C -3.216 -0.141 3.954
N -3.004 -0.351 5.064
H -4.345 0.699 2.453
H -3.488 -0.805 1.960
H -2.637 0.755 2.210
C -0.384 -3.243 3.555
C -1.596 -3.854 2.906
N -2.463 -4.401 2.412
H 0.026 -3.929 4.256
H -0.627 -2.363 4.247
H 0.315 -2.853 2.787
C -1.128 3.935 4.014
C 0.065 3.946 4.838
N 1.051 3.807 5.397
H -1.101 4.825 3.452
H -2.084 4.029 4.625
H -1.161 3.079 3.342
C 3.932 -3.033 -3.890
C 4.012 -1.713 -3.329
N 4.023 -0.619 -2.958
H 3.605 -3.007 -4.894
H 3.099 -3.569 -3.429
H 4.876 -3.611 -3.802
C 1.638 0.868 -0.931
C 0.798 -0.252 -0.623
N 0.277 -1.289 -0.470
H 1.240 1.869 -0.621
H 1.854 0.932 -2.007
H 2.625 0.729 -0.397
C 4.238 2.831 -2.247
C 3.129 3.820 -2.219
N 2.280 4.583 -2.285
H 3.882 1.872 -2.540
H 4.623 2.771 -1.227
H 5.056 3.125 -2.944
C 0.745 5.457 0.472
C -0.263 4.433 0.377
N -0.960 3.540 0.321
H 1.320 5.257 1.419
H 0.373 6.521 0.458
H 1.470 5.375 -0.368
C -0.579 -2.591 -5.256
C -1.113 -2.777 -6.629
N -1.441 -2.912 -7.722
H -1.151 -3.130 -4.483
H -0.539 -1.539 -5.116
H 0.427 -3.109 -5.235
C 3.696 2.275 3.440
C 4.041 2.006 2.015
N 4.322 1.832 0.904
H 4.631 2.240 4.048
H 3.040 1.473 3.788
H 3.159 3.241 3.626
C -4.757 -5.978 -1.704
C -3.838 -4.979 -2.455
N -3.274 -4.360 -3.218
H -4.937 -6.840 -2.312
H -5.662 -5.488 -1.535
H -4.350 -6.205 -0.678
C -4.185 3.461 0.884
C -4.145 4.101 -0.426
N -4.088 4.546 -1.475
H -3.384 3.900 1.523
H -4.018 2.403 0.889
H -5.128 3.587 1.464
C -0.593 -4.714 -1.077
C 0.169 -5.112 -2.202
N 0.691 -5.383 -3.187
H -0.321 -3.687 -0.854
H -0.297 -5.383 -0.174
H -1.665 -4.768 -1.259
```

Values from the calculation:
charge = 0
frontier orbital gap = 11.34 eV
LUMO energy = 0.27 eV

***

Relative energies, in hartree, with the most stable structure set to zero: (a) 0.0251; (b) 0.0000.

***

(a)
Density functional theory data (the ωB97M-V functional and the def2-TZVPD basis) for a structure of composition C31H54AsGeMoNOS3Si3.

Structure (XYZ):
```
96
C31H54AsGeMoNOS3Si3, DFT the ωB97M-V functional and the def2-TZVPD basis
Mo -0.289 0.658 -0.410
C 1.068 0.358 -4.810
O 1.374 -0.072 -3.515
Si 0.735 -1.474 -2.839
C 1.873 -2.746 -3.687
C -0.974 -1.804 -3.555
C 0.781 -1.477 -0.996
Si 2.572 -1.540 -0.443
C 3.365 -3.279 -0.441
C 3.802 -0.568 -1.511
C 2.896 -1.000 1.331
Si -0.097 -2.997 -0.360
C -1.981 -3.079 -0.415
C 0.258 -3.360 1.464
C 0.326 -4.640 -1.234
H 1.419 -0.349 -5.575
H 1.564 1.317 -4.988
H -0.005 0.512 -4.949
H 1.720 -2.670 -4.770
H 1.705 -3.783 -3.400
H 2.920 -2.499 -3.490
H -1.017 -1.561 -4.621
H -1.734 -1.219 -3.034
H -1.221 -2.866 -3.456
H 3.387 -3.738 -1.431
H 2.891 -3.979 0.251
H 4.403 -3.142 -0.115
H 4.520 -1.261 -1.964
H 4.361 0.130 -0.881
H 3.334 0.003 -2.309
H 2.375 -1.620 2.059
H 2.626 0.041 1.499
H 3.973 -1.101 1.510
H -2.449 -2.568 0.425
H -2.236 -4.144 -0.346
H -2.430 -2.685 -1.326
H -0.064 -2.525 2.087
H 1.302 -3.576 1.697
H -0.341 -4.233 1.747
H -0.123 -4.694 -2.230
H -0.129 -5.437 -0.634
H 1.389 -4.854 -1.328
S -4.585 1.931 1.223
C -3.078 1.463 0.665
S -2.748 -0.075 -0.041
S -1.663 2.430 0.823
C -2.045 2.504 -4.812
Ge -2.484 1.916 -2.962
C -3.971 0.653 -3.214
C -3.256 3.524 -2.132
C -0.817 1.392 -2.105
H -2.898 3.048 -5.230
H -1.826 1.662 -5.471
H -1.179 3.171 -4.809
H -4.677 1.118 -3.910
H -4.476 0.454 -2.270
H -3.640 -0.296 -3.641
H -3.976 3.964 -2.829
H -2.472 4.254 -1.924
H -3.762 3.290 -1.196
H -0.028 1.890 -2.680
N 5.862 5.275 -0.371
C 4.956 4.563 -0.375
C 3.829 3.677 -0.379
C 3.235 3.283 0.818
C 2.147 2.424 0.791
C 1.578 1.903 -0.387
C 2.220 2.337 -1.565
C 3.308 3.190 -1.579
H 3.624 3.649 1.761
H 1.729 2.149 1.752
H 1.874 1.963 -2.521
H 3.766 3.479 -2.519
C 0.917 -0.689 4.062
As -0.135 0.323 2.724
C 0.137 2.031 3.666
C -1.918 -0.279 3.375
C -2.340 0.226 4.713
C -3.054 1.424 4.808
C -3.437 1.921 6.044
C -3.122 1.234 7.210
C -2.426 0.036 7.127
C -2.043 -0.463 5.889
H 0.574 -0.422 5.063
H 1.967 -0.420 3.958
H 0.814 -1.764 3.914
H 1.069 1.966 4.230
H 0.185 2.845 2.951
H -0.683 2.222 4.356
H -1.844 -1.368 3.369
H -2.633 0.004 2.606
H -3.314 1.953 3.895
H -3.990 2.851 6.094
H -3.423 1.625 8.175
H -2.185 -0.516 8.028
H -1.512 -1.406 5.826
```

Values from the calculation:
⟨S²⟩ = 2.15
spin multiplicity = 3
charge = -2
frontier orbital gap (spin up / spin down) = 6.17 / 6.48 eV
LUMO energy (spin up / spin down) = 4.28 / 4.28 eV

***

(b)
Density functional theory data (the ωB97M-V functional and the def2-TZVPD basis) for a structure of composition C31H54AsGeMoNOS3Si3.

Structure (XYZ):
```
96
C31H54AsGeMoNOS3Si3, DFT the ωB97M-V functional and the def2-TZVPD basis
Mo -0.088 -0.059 -0.183
C 0.100 -0.631 3.370
O -0.554 -0.311 2.165
Si -2.077 0.440 2.110
C -1.883 2.193 2.748
C -3.100 -0.376 3.486
C -2.558 0.155 0.377
Si -3.366 -1.504 0.156
C -5.232 -1.585 0.566
C -3.348 -2.133 -1.629
C -2.676 -2.881 1.262
Si -3.623 1.498 -0.310
C -2.962 3.250 -0.513
C -4.303 1.092 -2.033
C -5.179 1.823 0.747
H -0.350 -1.525 3.817
H 0.040 0.198 4.082
H 1.154 -0.816 3.170
H -1.377 2.166 3.718
H -2.859 2.654 2.909
H -1.294 2.825 2.088
H -2.855 0.069 4.455
H -2.941 -1.451 3.555
H -4.164 -0.207 3.308
H -5.838 -0.960 -0.092
H -5.442 -1.296 1.597
H -5.561 -2.621 0.438
H -4.301 -1.938 -2.125
H -3.161 -3.208 -1.659
H -2.564 -1.646 -2.199
H -1.723 -2.622 1.712
H -3.387 -3.116 2.058
H -2.519 -3.790 0.677
H -2.145 3.337 -1.226
H -2.605 3.679 0.421
H -3.799 3.859 -0.873
H -3.492 0.874 -2.726
H -4.851 1.957 -2.418
H -4.980 0.238 -2.033
H -4.902 2.326 1.675
H -5.723 0.916 1.010
H -5.864 2.488 0.211
S 1.711 4.078 2.143
C 1.432 2.665 1.285
S 0.304 2.487 0.028
S 2.350 1.269 1.759
C 4.268 -1.504 -1.567
Ge 3.804 0.110 -0.518
C 3.969 1.760 -1.577
C 5.329 0.195 0.745
C 2.101 0.012 0.441
H 5.353 -1.539 -1.677
H 3.818 -1.547 -2.554
H 3.952 -2.390 -1.015
H 4.996 1.871 -1.933
H 3.732 2.601 -0.923
H 3.295 1.804 -2.431
H 6.265 0.089 0.190
H 5.273 -0.610 1.480
H 5.333 1.145 1.277
H 2.219 -0.924 1.004
N 0.927 -7.636 -0.330
C 0.765 -6.493 -0.316
C 0.567 -5.076 -0.301
C 0.917 -4.315 0.817
C 0.709 -2.949 0.815
C 0.153 -2.219 -0.265
C -0.162 -3.049 -1.371
C 0.022 -4.417 -1.406
H 1.340 -4.808 1.685
H 0.984 -2.419 1.720
H -0.587 -2.594 -2.259
H -0.251 -4.989 -2.286
C -1.194 -0.445 -3.990
As 0.046 0.259 -2.631
C 1.617 -0.389 -3.612
C 0.069 2.158 -3.280
C 0.269 2.390 -4.734
C -0.816 2.491 -5.607
C -0.630 2.679 -6.968
C 0.651 2.774 -7.493
C 1.742 2.684 -6.638
C 1.551 2.497 -5.278
H -0.851 -0.108 -4.969
H -2.215 -0.112 -3.831
H -1.173 -1.534 -3.965
H 1.521 -0.213 -4.684
H 1.698 -1.460 -3.416
H 2.511 0.103 -3.239
H 0.847 2.633 -2.680
H -0.887 2.563 -2.943
H -1.820 2.419 -5.203
H -1.492 2.753 -7.621
H 0.799 2.918 -8.556
H 2.748 2.762 -7.031
H 2.408 2.432 -4.617
```

Values from the calculation:
⟨S²⟩ = 2.02
spin multiplicity = 3
charge = -2
frontier orbital gap (spin up / spin down) = 5.26 / 4.74 eV
LUMO energy (spin up / spin down) = 4.18 / 4.18 eV

***

Relative energies, in hartree, with the most stable structure set to zero: (a) 0.0000; (b) 0.0193.

***

(a)
Density functional theory data (the ωB97M-V functional and the def2-TZVPD basis) for an isolated molecule of C7H11BrN2.

Structure (XYZ):
```
21
C7H11BrN2, DFT the ωB97M-V functional and the def2-TZVPD basis
C -2.073 -1.131 -0.477
C -1.331 -0.419 0.736
C -0.120 -1.236 1.174
Br 0.997 -2.044 -0.157
C -0.982 0.924 0.235
C 0.118 0.948 -0.862
N 1.341 1.234 -0.157
C 2.459 0.783 -0.488
C 3.639 1.212 0.115
N 4.688 1.509 0.478
H -2.327 -2.158 -0.149
H -1.422 -1.227 -1.360
H -2.970 -0.609 -0.695
H -2.041 -0.287 1.582
H -0.514 -2.029 1.819
H 0.581 -0.669 1.791
H -0.638 1.611 0.977
H -1.835 1.365 -0.243
H -0.102 0.169 -1.574
H -0.056 2.005 -1.370
H 2.588 0.048 -1.377
```

Values from the calculation:
charge = 0
frontier orbital gap = 10.43 eV
SMILES = C[C@@H](CBr)CC/N=C/C#N
LUMO energy = 0.22 eV

***

(b)
Density functional theory data (the ωB97M-V functional and the def2-TZVPD basis) for a cluster of 2 separate species, C7H11BrN2 in total.

Structure (XYZ):
```
21
C7H11BrN2, DFT the ωB97M-V functional and the def2-TZVPD basis
C -0.193 0.116 0.677
C 0.046 -1.184 1.048
C -1.555 0.299 0.554
C 1.329 -1.799 1.306
C -2.475 1.399 0.180
C 1.782 0.203 -1.955
C 1.640 1.398 -1.118
N -1.083 -1.822 1.223
N -2.007 -0.866 1.050
Br 0.836 2.945 -1.771
H 1.582 -2.047 0.269
H 2.137 -1.138 1.669
H 1.282 -2.716 1.905
H -2.930 1.215 -0.767
H -3.110 1.380 1.172
H -1.857 2.217 0.307
H 0.811 0.137 -2.674
H 2.026 -0.654 -1.376
H 2.593 0.415 -2.715
H 2.114 1.648 -0.193
H -2.972 -1.146 1.206
```

Values from the calculation:
charge = 0
frontier orbital gap (spin up / spin down) = 7.54 / 9.18 eV
LUMO energy (spin up / spin down) = -0.32 / 0.26 eV

***

Relative energies, in hartree, with the most stable structure set to zero: (a) 0.0000; (b) 0.1331.